DFT (ωB97M-V with the def2-TZVPD basis set) results for a molecular structure, C23H23ClN3O4Pt.

multiplicity = 1
charge = +1
ΔE to the lowest compared entry with this formula, charge and spin = 1.533 eV
LUMO = -5.364 eV
HOMO = -0.372 Eh
orbital gap = 4.8 eV

Geometry (Å):
Pt 0.7830 -1.6991 0.4188
C 0.7137 1.0371 5.0572
C 1.4388 1.0262 3.8731
C 1.2456 0.0188 2.9544
C 0.3145 -1.0023 3.2114
C -0.3860 -1.0072 4.4266
C -0.1865 0.0160 5.3286
N 0.1463 -1.9736 2.2683
N -0.3990 -3.1243 2.5194
C -0.3013 -4.0075 1.5358
C -0.9239 -5.2727 1.5716
C -0.8432 -6.0918 0.4766
C -0.1230 -5.6741 -0.6535
C 0.5034 -4.4487 -0.6261
N 0.4424 -3.6464 0.4326
H 0.8456 1.8442 5.7597
H 2.1576 1.8047 3.6700
H 1.8203 -0.0030 2.0294
H -1.0820 -1.8064 4.6208
H -0.7455 0.0301 6.2508
H -1.4783 -5.5303 2.4590
H -1.3447 -7.0480 0.4746
H -0.0673 -6.2957 -1.5325
H 1.0866 -4.0800 -1.4622
C -2.1795 4.2745 -0.4042
C -1.8524 3.7446 -1.7701
C -1.3694 4.6397 -2.7141
C -1.1681 4.2739 -4.0381
Cl -0.5844 5.4284 -5.1634
C -1.4595 2.9774 -4.4587
C -1.9151 2.0692 -3.5344
C -2.0970 2.4189 -2.1867
O -2.6015 1.4242 -1.4167
C -2.1848 1.2265 -0.0958
C -1.1472 0.0764 -0.0274
O -1.5110 -1.0828 -0.2095
O 0.0343 0.4125 0.2460
H -2.3953 5.3378 -0.4741
H -1.3375 4.1589 0.2789
H -3.0494 3.7785 0.0209
H -1.1725 5.6579 -2.4150
H -1.3278 2.6963 -5.4907
H -2.1534 1.0571 -3.8226
H -3.0587 0.9090 0.4795
H -1.7077 2.0955 0.3533
C 2.4345 0.9064 -1.7233
C 2.8610 -0.5227 -1.6539
C 4.2847 -0.7973 -2.0143
O 2.1180 -1.4407 -1.3104
H 3.2674 1.5707 -1.5016
H 1.5975 1.1016 -1.0533
H 2.1088 1.1221 -2.7428
H 4.6443 -0.1043 -2.7701
H 4.4158 -1.8282 -2.3341
H 4.8890 -0.6487 -1.1158

***

DFT (ωB97M-V with the def2-TZVPD basis set) results for a molecular structure, C23H23ClN5O2ReS.

multiplicity = 2
charge = +1
<S²> = 0.76
ΔE to the lowest compared entry with this formula, charge and spin = 2.218 eV
LUMO (alpha / beta) = -2.969 / -2.850 eV
HOMO (alpha / beta) = -0.366 / -0.353 Eh
orbital gap (alpha / beta) = 7.0 / 6.8 eV

Geometry (Å):
Re -1.4535 0.4862 -0.2779
N -5.8001 0.7952 -0.0007
C -4.5031 0.4339 -0.1086
S -3.3317 1.7798 -0.2620
N -4.1893 -0.8118 -0.0652
N -2.8062 -1.0640 -0.1546
C -2.5568 -2.3172 -0.1335
C -1.2630 -2.9750 -0.3116
C -1.3416 -4.3738 -0.2632
C -0.2607 -5.1935 -0.5130
C 0.9389 -4.6150 -0.8878
C 1.0571 -3.2353 -0.9292
C -0.0064 -2.4137 -0.5853
O 0.2126 -1.0160 -0.5537
H -6.0694 1.7477 -0.1620
H -6.5077 0.0815 0.0296
H -3.4157 -2.9720 -0.0219
H -2.3002 -4.8144 -0.0197
H -0.3608 -6.2675 -0.4434
H 1.7901 -5.2276 -1.1527
H 1.9923 -2.8022 -1.2356
C -2.6572 1.2226 3.5403
C -1.5492 1.2998 2.5375
O -1.1740 0.2768 1.9111
N -0.9607 2.4825 2.3657
C 0.3264 2.5926 1.6977
C 0.2837 3.0771 0.2765
C 0.8052 4.3150 -0.0644
C 0.8194 4.7182 -1.3871
C 0.3204 3.8424 -2.3389
C -0.1783 2.6258 -1.9249
N -0.2257 2.2303 -0.6371
H -2.9745 0.1900 3.6464
H -3.5020 1.8254 3.2023
H -2.3258 1.6067 4.5049
H -1.3583 3.3000 2.7993
H 0.7531 1.5944 1.7231
H 0.9699 3.2474 2.2836
H 1.2184 4.9481 0.7096
H 1.2172 5.6833 -1.6691
H 0.3165 4.0902 -3.3906
H -0.5806 1.9265 -2.6498
Cl 6.8058 -1.4192 -2.1275
C 5.2468 -1.1614 -1.4259
C 4.3025 -0.4115 -2.1148
C 3.0459 -0.2354 -1.5627
C 2.7229 -0.8101 -0.3367
C 1.3646 -0.5891 0.2575
C 3.6878 -1.5338 0.3499
C 4.9549 -1.7086 -0.1874
H 4.5546 0.0210 -3.0732
H 2.3030 0.3461 -2.0978
H 1.2145 0.4792 0.3390
H 1.2706 -1.0453 1.2429
H 3.4511 -1.9742 1.3114
H 5.7065 -2.2783 0.3411

***

DFT (ωB97M-V with the def2-TZVPD basis set) results for a molecular structure, C23H23ClN5O2ReS.

multiplicity = 4
charge = +1
<S²> = 3.77
ΔE to the lowest compared entry with this formula, charge and spin = 1.335 eV
LUMO (alpha / beta) = -2.603 / -3.193 eV
HOMO (alpha / beta) = -0.371 / -0.366 Eh
orbital gap (alpha / beta) = 7.5 / 6.8 eV

Geometry (Å):
Re -0.1711 -0.9217 -0.6783
N -3.6448 1.8578 -0.4581
C -2.8020 0.7998 -0.6070
S -1.0772 1.1908 -0.9768
N -3.1947 -0.4035 -0.4994
N -2.1835 -1.3820 -0.5250
C -2.6535 -2.5873 -0.4511
C -1.9057 -3.8082 -0.4389
C -2.6696 -4.9909 -0.3309
C -2.0870 -6.2307 -0.3100
C -0.6944 -6.3209 -0.4037
C 0.0812 -5.1907 -0.5122
C -0.4938 -3.9091 -0.5329
O 0.3256 -2.8783 -0.6336
H -3.4408 2.6979 -0.9762
H -4.6227 1.6256 -0.3671
H -3.7358 -2.6708 -0.3974
H -3.7472 -4.8990 -0.2631
H -2.6923 -7.1218 -0.2266
H -0.2170 -7.2924 -0.3951
H 1.1579 -5.2575 -0.5948
C 0.4776 0.5262 3.7401
C 0.7346 -0.3276 2.5289
O -0.1684 -0.5982 1.7301
N 1.9899 -0.7808 2.3721
C 2.3682 -1.7485 1.3504
C 2.8883 -1.1077 0.0862
C 4.2542 -1.0164 -0.1318
C 4.7354 -0.4171 -1.2832
C 3.8242 0.0926 -2.1921
C 2.4784 -0.0191 -1.9079
N 2.0048 -0.6124 -0.8004
H -0.5327 0.9199 3.6910
H 1.1915 1.3489 3.7961
H 0.5819 -0.0726 4.6455
H 2.6776 -0.5083 3.0548
H 1.5076 -2.3732 1.1198
H 3.1448 -2.3876 1.7667
H 4.9338 -1.4292 0.6014
H 5.7992 -0.3502 -1.4662
H 4.1398 0.5706 -3.1079
H 1.7321 0.3705 -2.5876
Cl -0.7077 8.1899 -1.6377
C -0.7277 6.5448 -1.1047
C -1.0685 6.2540 0.2076
C -1.0887 4.9338 0.6241
C -0.7675 3.8999 -0.2520
C -0.7570 2.4882 0.2803
C -0.4328 4.2144 -1.5637
C -0.4115 5.5326 -1.9950
H -1.3219 7.0541 0.8888
H -1.3643 4.7067 1.6474
H -1.5112 2.3676 1.0562
H 0.2099 2.2202 0.7087
H -0.1910 3.4314 -2.2712
H -0.1547 5.7752 -3.0166

***

DFT (ωB97M-V with the def2-TZVPD basis set) results for a molecular structure, C23H23CoF2OPS.

multiplicity = 2
<S²> = 0.78
ΔE to the lowest compared entry with this formula, charge and spin = 0.000 eV
LUMO (alpha / beta) = 0.541 / 0.545 eV
HOMO (alpha / beta) = -0.287 / -0.291 Eh
orbital gap (alpha / beta) = 8.4 / 8.5 eV

Geometry (Å):
Co -0.4404 1.9394 0.2795
C 5.3421 1.8514 1.2226
C 4.1756 2.5227 1.5624
C 2.9570 2.0890 1.0651
C 2.8878 0.9756 0.2291
C 4.0611 0.3073 -0.1058
C 5.2823 0.7454 0.3877
P 1.2195 0.4506 -0.2968
C 1.5266 -0.6369 -1.7017
C 0.8943 -1.8726 -1.7886
C 1.0482 -2.6648 -2.9188
C 1.8353 -2.2247 -3.9721
C 2.4662 -0.9885 -3.8947
C 2.3114 -0.1981 -2.7679
C 0.5541 -0.4353 1.0998
C 0.7597 -1.6797 1.6795
C 0.0918 -1.9709 2.8601
C -0.7398 -1.0135 3.4402
C -0.9231 0.2343 2.8534
C -0.2884 0.5537 1.6511
H 6.2957 2.1910 1.6056
H 4.2143 3.3890 2.2100
H 2.0456 2.6117 1.3356
H 4.0304 -0.5592 -0.7548
H 6.1879 0.2156 0.1214
H 0.2795 -2.2205 -0.9655
H 0.5547 -3.6266 -2.9722
H 1.9619 -2.8429 -4.8512
H 3.0765 -0.6381 -4.7171
H 2.8038 0.7666 -2.7184
H 1.4257 -2.4052 1.2250
H 0.2247 -2.9319 3.3406
H -1.2533 -1.2506 4.3651
H -1.5795 0.9543 3.3308
F -1.1208 4.0930 -0.3035
C -1.3895 3.4518 0.9379
F -2.7658 3.4697 1.0724
H -1.0119 4.1325 1.7066
O -2.1303 1.1207 -0.7466
S -3.1497 0.6613 0.2747
C -4.7471 0.7691 -0.5795
C -5.4414 -0.5661 -0.3572
C -4.3618 -1.6244 -0.5823
C -3.1454 -1.1638 0.2170
H -4.4850 0.9244 -1.6275
H -5.2824 1.6391 -0.2057
H -6.2931 -0.6855 -1.0271
H -5.8199 -0.6300 0.6667
H -4.1123 -1.6737 -1.6441
H -4.6878 -2.6173 -0.2723
H -2.1831 -1.4284 -0.2197
H -3.1619 -1.5098 1.2512

***

DFT (ωB97M-V with the def2-TZVPD basis set) results for a molecular structure, C23H23F6GeMgN3O4S3Se.

multiplicity = 1
ΔE to the lowest compared entry with this formula, charge and spin = 0.000 eV
LUMO = -0.405 eV
HOMO = -0.316 Eh
orbital gap = 8.2 eV

Geometry (Å):
Mg 0.4863 -0.9878 -0.2094
F 2.1801 -3.4574 -1.8953
C 3.1490 -2.8785 -1.2018
F 3.1634 -3.3468 0.0290
F 4.3042 -3.1089 -1.7978
S 2.8180 -0.9896 -1.1754
O 2.4815 -0.6681 0.2330
O 1.5891 -0.8344 -1.9715
N 4.0399 -0.3113 -1.8118
S 5.4333 -0.2857 -0.9515
O 6.5197 -0.1427 -1.8587
O 5.4406 -1.2829 0.0775
C 5.3294 1.3534 -0.0517
F 4.4548 2.1781 -0.6299
F 6.5277 1.9218 -0.0573
F 4.9484 1.1492 1.2103
C 1.5745 5.6053 0.7333
Ge 0.1423 5.0695 -0.4672
C -1.3724 6.2746 -0.2869
C 0.7937 5.0220 -2.2968
C -0.4782 3.2558 -0.0369
Se 0.9605 1.9533 -0.0703
C 1.6455 2.1951 1.7346
H 1.7960 6.6614 0.5725
H 2.4822 5.0351 0.5302
H 1.2960 5.4701 1.7791
H -1.0742 7.2954 -0.5294
H -1.7518 6.2625 0.7359
H -2.1813 5.9851 -0.9589
H 1.2724 5.9658 -2.5600
H -0.0256 4.8460 -2.9954
H 1.5279 4.2232 -2.4093
H -1.1854 2.9403 -0.8079
H -0.9839 3.1711 0.9255
H 2.3090 3.0532 1.7811
H 2.2013 1.2994 2.0001
H 0.8051 2.3317 2.4134
S -3.8015 -0.0110 -1.8899
C -2.1434 -0.4405 -1.8245
N -1.5322 -0.2263 -0.7048
C -2.4140 0.3076 0.2377
C -2.1001 0.6255 1.5614
C -3.0890 1.1465 2.3640
C -4.3861 1.3555 1.8688
C -4.7116 1.0342 0.5701
C -3.7075 0.5017 -0.2409
H -1.6493 -0.8636 -2.6893
H -1.1038 0.4558 1.9503
H -2.8663 1.3925 3.3938
H -5.1450 1.7668 2.5207
H -5.7146 1.1843 0.1943
N -3.7097 -10.0716 0.3347
C -3.2236 -9.0301 0.3411
C -2.6106 -7.7218 0.3475
C -3.2291 -6.6614 -0.3096
C -2.6420 -5.4109 -0.2988
C -1.4309 -5.1948 0.3654
C -0.8210 -6.2692 1.0183
C -1.4039 -7.5227 1.0117
C -0.8161 -3.8970 0.3719
C -0.2768 -2.8046 0.3693
H -4.1652 -6.8257 -0.8258
H -3.1166 -4.5830 -0.8079
H 0.1185 -6.1086 1.5290
H -0.9276 -8.3519 1.5170

***

DFT (ωB97M-V with the def2-TZVPD basis set) results for a molecular structure, C23H23N13O3RuS.

multiplicity = 1
charge = +2
ΔE to the lowest compared entry with this formula, charge and spin = 1.238 eV
LUMO (alpha / beta) = -7.618 / -7.806 eV
HOMO (alpha / beta) = -0.483 / -0.480 Eh
orbital gap (alpha / beta) = 5.5 / 5.3 eV

Geometry (Å):
Ru -0.0325 0.2009 -0.1217
N 2.5995 -2.9114 -0.8420
C 3.3319 -3.3038 0.3088
C 4.2952 -4.2990 0.1984
C 4.9719 -4.7046 1.3301
C 4.6880 -4.1218 2.5607
C 3.7275 -3.1290 2.6639
C 3.0492 -2.7116 1.5278
S 1.7968 -1.4945 1.6835
N 1.5246 -1.0557 0.0827
C 1.7826 -1.8946 -0.9293
C 1.0138 -1.6539 -2.1632
C 1.2543 -2.2892 -3.3625
C 0.4310 -2.0048 -4.4459
C -0.5917 -1.0964 -4.2743
C -0.7633 -0.4936 -3.0360
N 0.0232 -0.7600 -1.9982
H 2.7174 -3.4909 -1.6608
H 4.5059 -4.7518 -0.7634
H 5.7227 -5.4784 1.2570
H 5.2226 -4.4414 3.4442
H 3.5085 -2.6724 3.6207
H 2.0752 -2.9830 -3.4818
H 0.5959 -2.4861 -5.3998
H -1.2602 -0.8409 -5.0838
H -1.5472 0.2268 -2.8738
C -1.4642 -0.8603 2.2749
O -0.5975 -1.1179 1.2023
H -1.3334 -1.6690 2.9961
H -2.5114 -0.8825 1.9533
H -1.2682 0.0939 2.7702
N 1.9153 4.4899 4.5898
C 1.5452 3.9678 3.4231
N 1.4719 4.7550 2.3505
N 1.2557 2.6636 3.4275
C 0.8690 2.0305 2.3828
N 0.5134 1.3350 1.5203
H 2.1691 5.4564 4.6938
H 1.9442 3.8885 5.3954
H 1.7110 5.7315 2.3961
H 1.2553 4.3965 1.4336
C -4.9744 -1.8033 -1.0637
N -4.2489 -0.6000 -0.6421
C -4.8985 0.5234 -0.2775
C -4.2300 1.6258 0.1197
C -2.8121 1.5648 0.1487
N -2.1488 0.4647 -0.2559
C -2.8561 -0.6735 -0.6537
O -2.3159 -1.6979 -1.0021
N -2.1347 2.6209 0.5971
H -6.0217 -1.6818 -0.8031
H -4.5627 -2.6693 -0.5545
H -4.8737 -1.9470 -2.1376
H -5.9785 0.4871 -0.3178
H -4.7514 2.5213 0.4175
H -2.6352 3.4476 0.8740
H -1.1277 2.6455 0.5627
O 0.1417 1.9532 -0.9787
N -0.3367 2.2448 -2.1881
C -0.2875 3.5061 -2.4378
C 0.2046 4.4227 -1.4400
N 0.6267 5.0715 -0.5936
C -0.7560 3.9786 -3.7060
N -1.1410 4.3571 -4.7183

***

| no. | strongest force on any atom (Eh/bohr) |
| --- | --- |
| 1 | 0.0780 |
| 2 | 0.0124 |
| 3 | 0.0035 |
| 4 | 0.0111 |
| 5 | 0.0273 |
| 6 | 0.0235 |